(1)
{"formula": "C20H42HfOP2Si", "method": "ωB97M-V/def2-TZVPD", "symbols": ["Hf", "Si", "P", "P", "H", "C", "H", "H", "H", "C", "H", "H", "H", "C", "H", "H", "H", "C", "H", "H", "H", "C", "H", "H", "H", "C", "H", "H", "H", "C", "H", "H", "H", "H", "H", "C", "O", "C", "H", "H", "H", "C", "H", "H", "H", "C", "C", "C", "C", "C", "C", "C", "C", "C", "C", "H", "H", "H", "H", "H", "H", "H", "H", "H", "H", "H", "H"], "positions_angstrom": [[-0.227683, -0.108989, 0.176526], [0.556170, 0.732262, -2.212860], [-2.552624, 0.417667, -0.794960], [2.426592, 0.089923, 0.435495], [-1.341743, -2.058940, -0.336270], [-3.696473, -0.160623, 0.520657], [-4.731198, -0.115811, 0.145151], [-3.590034, 0.485850, 1.406660], [-3.442381, -1.191063, 0.818135], [-3.080145, -0.556691, -2.254160], [-4.143678, -0.348250, -2.451282], [-2.933466, -1.626456, -2.050847], [-2.467519, -0.280919, -3.124371], [-3.273855, 2.048530, -1.203938], [-4.278273, 1.898718, -1.634574], [-2.631296, 2.561581, -1.932289], [-3.354526, 2.664921, -0.296222], [2.740552, -0.649271, 2.080209], [3.809368, -0.870611, 2.207596], [2.158929, -1.574096, 2.188423], [2.423084, 0.054107, 2.860105], [3.366588, -1.053860, -0.642284], [4.401601, -1.130016, -0.282926], [3.369666, -0.690832, -1.676867], [2.909649, -2.052752, -0.621593], [3.452815, 1.592534, 0.544834], [4.477517, 1.331766, 0.845723], [3.032941, 2.280578, 1.291058], [3.481454, 2.096990, -0.426792], [0.720477, -0.614931, -3.528335], [-0.159588, -1.265451, -3.591135], [1.620412, -1.219202, -3.366903], [0.828589, -0.040241, -4.465788], [-0.417109, 1.646145, -2.895935], [1.910099, 1.351076, -2.352820], [-0.622661, -2.716906, 0.344216], [0.055840, -1.793735, 1.194764], [-1.387555, -3.661564, 1.278020], [-1.667099, -4.592508, 0.770022], [-2.278043, -3.166473, 1.670604], [-0.716866, -3.915358, 2.112192], [0.284558, -3.476140, -0.628270], [1.240072, -3.734746, -0.156423], [0.449983, -2.920047, -1.557936], [-0.217020, -4.410942, -0.908738], [-0.475214, 3.755122, 0.330250], [-0.326180, 3.038915, 1.668923], [-1.549446, 3.370177, 2.519807], [-0.316987, 1.538962, 1.487764], [0.914329, 3.515254, 2.460062], [1.295451, 2.847634, 3.625359], [2.381567, 3.302996, 4.390344], [3.072702, 4.459603, 4.002898], [2.681986, 5.145982, 2.848598], [1.603897, 4.674386, 2.086812], [-1.374639, 3.391489, -0.177871], [0.375102, 3.579840, -0.337537], [-0.606153, 4.829065, 0.502257], [-2.466472, 3.015444, 2.031138], [-1.497999, 2.909492, 3.512381], [-1.625002, 4.458348, 2.644035], [-0.489051, 1.065840, 2.477594], [0.736957, 1.971543, 3.952101], [2.671105, 2.762060, 5.276631], [3.909568, 4.824022, 4.591827], [3.201903, 6.048682, 2.523328], [1.297999, 5.243206, 1.196588]], "forces_ev_per_angstrom": [[1.219, 2.800, 2.467], [0.022, -0.177, -0.822], [-0.906, 0.148, -0.155], [-0.158, -0.420, 0.455], [0.333, -1.281, 0.688], [-0.277, -0.029, -0.017], [0.219, -0.158, 0.239], [0.009, -0.211, -0.396], [-0.179, 0.297, -0.118], [-0.267, 0.003, 0.004], [0.322, -0.244, -0.132], [-0.103, 0.237, -0.106], [-0.207, -0.023, 0.235], [0.032, 0.156, 0.005], [0.357, 0.054, 0.154], [-0.216, -0.115, 0.178], [0.048, -0.237, -0.317], [0.144, -0.190, 0.224], [-0.181, 0.082, -0.001], [0.170, 0.289, -0.056], [0.046, -0.104, -0.200], [0.426, 0.073, -0.025], [-0.130, -0.061, -0.177], [-0.004, -0.054, 0.193], [0.051, 0.312, 0.051], [0.089, 0.159, -0.210], [-0.236, -0.006, -0.109], [-0.005, -0.230, -0.202], [-0.008, -0.032, 0.160], [0.072, 0.168, -0.582], [0.188, 0.042, -0.093], [-0.198, -0.007, -0.115], [0.009, -0.642, 0.126], [0.052, 0.338, -0.056], [0.002, 0.374, 0.050], [-0.165, 0.706, 0.367], [-0.064, -1.139, -0.594], [-0.131, -0.014, -0.411], [-0.148, 0.234, 0.106], [0.079, -0.151, 0.118], [-0.213, 0.147, -0.277], [-0.181, -0.182, -0.047], [-0.188, 0.138, -0.048], [0.223, 0.046, 0.217], [0.167, 0.148, -0.049], [-0.098, 0.086, -0.019], [0.198, -0.453, 0.238], [-0.456, 0.556, 0.204], [-0.178, -1.381, -0.784], [-0.426, 0.323, -0.328], [0.619, 0.274, 0.329], [-0.438, 0.355, -0.787], [-0.178, -0.123, -0.268], [-0.236, -0.352, 0.040], [0.256, 0.166, 0.063], [0.264, 0.063, 0.166], [-0.018, 0.069, 0.113], [0.060, -0.046, -0.253], [0.164, 0.028, 0.036], [0.044, 0.065, -0.169], [-0.112, -0.085, 0.125], [0.129, -0.189, -0.119], [0.188, 0.145, -0.109], [0.058, -0.032, 0.161], [-0.102, -0.076, -0.052], [-0.086, -0.247, 0.193], [0.237, -0.390, 0.499]], "homo_ev": [-6.229, -6.230], "gap_ev": [6.79, 6.79], "total_energy_ev": -51229.7634}



(2)
{"formula": "C16H38FN2O6S2", "method": "ωB97M-V/def2-TZVPD", "symbols": ["C", "C", "C", "C", "C", "C", "N", "C", "C", "F", "C", "C", "N", "H", "H", "H", "H", "H", "H", "H", "H", "H", "H", "H", "H", "H", "H", "H", "H", "H", "H", "H", "H", "H", "H", "O", "S", "O", "O", "C", "C", "C", "H", "H", "H", "H", "H", "H", "H", "H", "O", "S", "O", "O", "C", "C", "C", "H", "H", "H", "H", "H", "H", "H", "H"], "positions_angstrom": [[0.136776, -0.951263, 2.606472], [0.283556, -1.277632, 1.122269], [-0.218958, -2.663178, 0.649349], [-1.211406, -3.455421, 1.524549], [-0.947827, -4.956849, 1.315101], [-2.747325, -3.247426, 1.368799], [-3.305436, -3.908534, 2.645544], [-4.775742, -3.781930, 2.974909], [-5.541704, -3.391948, 1.729888], [-5.428097, -4.483646, 0.863536], [-4.987451, -2.151534, 1.053942], [-3.484461, -1.892045, 1.255416], [-2.999649, -1.123674, 0.131502], [0.357529, 0.110741, 2.768454], [-0.886799, -1.121131, 2.979160], [0.814096, -1.547322, 3.233899], [1.351005, -1.225411, 0.867614], [-0.167290, -0.478703, 0.531068], [-0.607504, -2.592775, -0.374820], [0.663723, -3.318054, 0.596484], [-0.964330, -3.223058, 2.577752], [-1.224053, -5.266586, 0.300776], [-1.476731, -5.611758, 2.019719], [0.117746, -5.173853, 1.451006], [-3.105385, -3.879390, 0.542439], [-3.050006, -4.891656, 2.598272], [-2.760329, -3.520203, 3.414698], [-4.898872, -3.002873, 3.738230], [-5.111766, -4.738773, 3.381817], [-6.596611, -3.269383, 1.996199], [-5.168702, -2.279021, -0.023368], [-5.561224, -1.273449, 1.381050], [-3.327664, -1.347449, 2.203051], [-3.761870, -0.844322, -0.468990], [-2.500305, -0.294069, 0.398953], [1.076510, 2.281135, 1.293506], [2.267394, 3.086286, 1.235977], [3.262067, 2.879179, 2.242136], [1.839606, 4.607003, 1.189644], [0.926284, 5.088119, 2.213464], [1.601650, 5.313084, 3.546648], [2.987589, 2.991103, -0.358591], [0.095546, 4.385265, 2.283843], [0.555209, 6.018896, 1.791054], [1.940971, 4.379814, 3.991434], [0.889296, 5.786045, 4.223513], [2.461543, 5.972095, 3.433303], [2.229307, 3.164391, -1.115273], [3.396262, 1.987775, -0.455911], [3.780918, 3.730807, -0.420846], [4.741443, 0.911391, -4.471651], [4.270083, 2.262806, -4.440515], [3.248660, 2.594636, -3.489711], [3.815919, 2.688196, -5.891780], [2.969753, 1.765235, -6.632893], [1.534890, 1.779082, -6.159828], [5.610408, 3.384788, -4.276549], [3.415981, 0.772911, -6.571446], [3.058041, 2.121514, -7.656275], [1.440387, 1.385038, -5.149381], [0.941154, 1.160681, -6.833639], [1.135443, 2.792649, -6.175428], [6.366937, 3.133216, -5.013849], [5.997448, 3.255444, -3.268086], [5.236369, 4.394993, -4.417607]], "forces_ev_per_angstrom": [[-0.084, 0.080, 0.165], [0.024, 0.061, -0.101], [0.096, -0.172, -0.225], [-0.087, 0.156, 0.341], [0.213, -0.152, -0.031], [-0.221, -0.197, -0.205], [-0.177, 0.038, 0.099], [0.021, 0.406, 0.049], [0.034, -0.260, 0.259], [-0.102, 0.011, -0.050], [-0.159, 0.145, -0.043], [0.344, -0.077, 0.308], [-0.036, -0.103, -0.123], [0.072, -0.270, -0.004], [0.169, 0.085, -0.115], [-0.151, 0.120, -0.130], [-0.252, 0.037, 0.054], [-0.158, -0.057, 0.059], [0.087, -0.004, 0.205], [-0.246, 0.183, -0.060], [-0.009, -0.002, -0.270], [0.056, 0.077, 0.121], [0.087, 0.003, -0.102], [-0.264, 0.033, 0.003], [0.142, 0.180, 0.158], [-0.052, -0.060, -0.017], [0.025, -0.018, 0.074], [0.115, -0.215, -0.174], [0.000, 0.188, -0.117], [0.115, -0.097, -0.176], [-0.030, 0.000, 0.248], [0.193, -0.171, -0.096], [-0.039, -0.052, -0.126], [0.066, 0.056, -0.084], [0.273, 0.133, 0.096], [-0.079, -0.111, -0.013], [-0.143, -0.039, 0.017], [0.080, -0.003, 0.007], [0.107, 0.054, 0.037], [-0.113, 0.025, -0.031], [0.045, -0.001, -0.036], [0.022, -0.018, -0.029], [0.017, -0.016, 0.005], [-0.002, 0.010, 0.023], [-0.010, -0.009, -0.009], [0.001, 0.007, 0.014], [-0.004, 0.011, 0.008], [0.003, 0.002, -0.001], [0.000, -0.001, -0.012], [0.010, -0.003, -0.002], [0.062, -0.035, -0.008], [-0.051, -0.113, -0.002], [-0.004, 0.121, 0.048], [-0.085, 0.067, 0.056], [0.054, -0.076, -0.136], [0.027, 0.053, 0.021], [0.022, -0.011, 0.035], [-0.003, 0.004, 0.028], [-0.024, 0.000, -0.002], [0.013, -0.011, -0.001], [-0.019, -0.007, 0.004], [-0.009, -0.004, -0.007], [0.004, 0.007, -0.006], [0.013, 0.006, -0.001], [0.001, 0.007, 0.004]], "homo_ev": -12.369, "total_charge": 1, "gap_ev": 9.65, "total_energy_ev": -56854.8343}



(3)
{"formula": "C4H5BrO2", "method": "ωB97M-V/def2-TZVPD", "symbols": ["C", "C", "C", "Br", "O", "C", "O", "H", "H", "H", "H", "H"], "positions_angstrom": [[0.419504, 0.947084, 1.142017], [0.429110, 0.500711, -0.285252], [-0.174305, -0.764546, -0.494066], [0.206568, -2.263203, 0.711917], [-0.230621, -1.218892, -1.861344], [-1.363053, -1.053445, -1.221796], [-2.539700, -1.064303, -1.510335], [-0.464107, 0.879038, 1.660972], [0.859929, 1.991307, 1.356365], [1.135204, 0.323204, 1.776162], [1.568198, 0.409000, -0.272222], [0.153273, 1.314046, -1.002417]], "forces_ev_per_angstrom": [[3.045, 1.375, 2.336], [3.797, 2.794, 0.893], [-0.909, -2.408, 0.748], [0.335, 0.552, -0.075], [0.874, -0.763, -1.418], [-3.764, 0.933, -1.387], [2.212, -0.219, 0.956], [-2.458, 0.030, 0.948], [-0.876, -1.364, -0.939], [-0.903, 0.429, -0.986], [-1.219, -0.329, -1.535], [-0.134, -1.030, 0.460]], "homo_ev": -10.368, "smiles": "CC[C@]1(Br)OC1=O", "gap_ev": 10.79, "total_energy_ev": -78364.3545}



(4)
{"formula": "C16H48O16", "method": "ωB97M-V/def2-TZVPD", "symbols": ["O", "C", "C", "O", "H", "H", "H", "H", "H", "H", "O", "C", "C", "O", "H", "H", "H", "H", "H", "H", "O", "C", "C", "O", "H", "H", "H", "H", "H", "H", "O", "C", "C", "O", "H", "H", "H", "H", "H", "H", "O", "C", "C", "O", "H", "H", "H", "H", "H", "H", "O", "C", "C", "O", "H", "H", "H", "H", "H", "H", "O", "C", "C", "O", "H", "H", "H", "H", "H", "H", "O", "C", "C", "O", "H", "H", "H", "H", "H", "H"], "positions_angstrom": [[-4.222715, -7.742026, -21.869009], [-5.078520, -8.557799, -21.081368], [-6.548751, -8.249331, -21.277243], [-7.130743, -8.892179, -22.402573], [-4.117997, -8.174111, -22.721535], [-4.831691, -9.605170, -21.257800], [-4.897262, -8.414888, -20.011670], [-6.775122, -7.183487, -21.345544], [-7.064633, -8.616618, -20.383807], [-7.111359, -8.355161, -23.198070], [-10.014013, -14.206848, -25.679663], [-9.746223, -15.232677, -26.640646], [-8.312966, -15.084856, -27.185735], [-7.332039, -15.316460, -26.198878], [-9.558283, -14.401330, -24.826241], [-9.731222, -16.161035, -26.059965], [-10.414528, -15.191867, -27.495085], [-8.265745, -14.103252, -27.663029], [-8.200717, -15.827950, -27.984978], [-7.025802, -16.219429, -26.300800], [-12.944874, -11.905046, -22.314252], [-11.788450, -11.719636, -23.132725], [-12.235418, -11.763284, -24.574857], [-12.380153, -13.113040, -25.022101], [-12.756922, -11.622602, -21.416652], [-11.370924, -10.729114, -22.887201], [-10.985290, -12.423099, -22.886443], [-11.674638, -11.177051, -25.307681], [-13.261407, -11.383515, -24.620239], [-11.550840, -13.413516, -25.455269], [-13.536746, -14.952922, -22.964953], [-12.373339, -15.673699, -23.257075], [-11.253418, -15.435354, -22.204915], [-11.281999, -16.494990, -21.209188], [-13.307038, -14.012069, -22.958438], [-12.633235, -16.730445, -23.205801], [-11.920584, -15.409725, -24.221594], [-11.303012, -14.520189, -21.613221], [-10.257433, -15.549825, -22.625233], [-11.952958, -16.353514, -20.538985], [-7.186575, -9.344516, -25.308022], [-8.043187, -8.320594, -25.860408], [-9.301450, -8.834983, -26.478449], [-8.948010, -9.798505, -27.462896], [-7.592665, -10.201021, -25.524373], [-8.118211, -7.504378, -25.134655], [-7.398753, -7.863757, -26.629133], [-9.821354, -7.987304, -26.935741], [-9.943851, -9.312655, -25.728574], [-9.680907, -9.925257, -28.068933], [-8.738615, -16.795819, -21.903472], [-8.717137, -18.046877, -22.574766], [-10.053805, -18.345664, -23.251600], [-11.100491, -18.539350, -22.260856], [-9.216309, -16.885567, -21.069478], [-7.912121, -18.016029, -23.314935], [-8.502749, -18.870190, -21.884325], [-10.141825, -19.306017, -23.763857], [-10.359713, -17.520259, -23.905126], [-11.357052, -17.681257, -21.897408], [-7.818004, -12.245331, -25.141653], [-7.868290, -12.104345, -23.734917], [-7.657781, -13.452139, -23.053065], [-8.780545, -14.296188, -23.291749], [-8.523912, -12.825674, -25.460426], [-7.146943, -11.354103, -23.425485], [-8.847141, -11.753280, -23.385199], [-7.592750, -13.313309, -21.964142], [-6.710731, -13.908105, -23.350707], [-8.645596, -15.167919, -22.873285], [-4.006104, -13.982653, -19.381867], [-5.188220, -13.269984, -19.717294], [-4.902507, -12.166712, -20.680804], [-4.552292, -12.742802, -21.966956], [-3.658083, -14.317115, -20.217206], [-5.922521, -13.996163, -20.088191], [-5.687383, -12.876060, -18.828847], [-4.059508, -11.535517, -20.393267], [-5.753498, -11.495743, -20.836922], [-3.981874, -12.081905, -22.371136]], "forces_ev_per_angstrom": [[0.049, -0.003, 0.175], [-0.079, 0.307, 0.111], [-0.494, -0.338, -0.270], [-0.064, -0.486, 0.288], [-0.011, 0.080, -0.030], [-0.437, -0.058, -0.164], [0.478, 0.441, -0.125], [0.517, 0.164, 0.237], [-0.161, -0.120, -0.142], [0.234, -0.035, -0.057], [-0.069, 0.256, -0.581], [1.972, 0.065, 1.062], [-1.105, -0.680, -0.617], [0.017, 0.474, 0.128], [-0.018, -0.058, -0.156], [-0.612, -0.373, -0.592], [-0.512, -0.040, 0.333], [0.614, 0.161, 0.361], [-0.040, 0.118, -0.109], [0.066, -0.018, 0.052], [-0.095, -0.527, -0.174], [0.462, 1.438, 0.448], [-0.941, -1.038, -0.550], [0.368, 0.217, -0.289], [0.087, -0.045, 0.045], [-0.030, -0.029, -0.277], [-0.232, -0.326, -0.291], [0.487, 0.036, 0.420], [0.153, 0.310, 0.243], [-0.339, 0.117, 0.484], [-0.177, 0.086, 0.164], [1.022, 0.745, 0.800], [-0.510, -0.831, 0.272], [-0.093, 1.841, 1.449], [-0.200, -0.022, -0.170], [0.051, -0.015, -0.303], [-0.451, -0.101, -0.109], [-0.212, 0.388, -0.656], [-0.912, 0.175, 0.037], [-0.316, 0.279, -0.028], [-1.078, 0.206, 0.093], [2.484, 0.053, -0.373], [-0.387, 0.018, 0.036], [0.238, 0.048, -0.045], [0.323, -0.152, 0.044], [-0.802, -0.302, 0.216], [-0.525, -0.017, -0.314], [-0.131, -0.026, 0.121], [-0.049, 0.171, 0.066], [-0.089, -0.002, 0.051], [0.813, -0.092, 0.037], [-0.273, -0.784, -0.493], [-1.668, -0.356, 1.404], [1.029, -1.841, -1.581], [-0.188, -0.029, -0.213], [-0.028, 0.140, 0.057], [0.039, 0.179, 0.043], [0.930, 0.254, -0.476], [0.260, -0.079, -0.273], [0.093, -0.213, 0.190], [0.159, 0.632, -0.210], [-0.620, -1.119, 0.296], [0.614, 0.363, 0.810], [0.088, -0.044, -0.428], [-0.052, 0.070, 0.140], [0.245, -0.121, -0.048], [-0.082, 0.209, -0.214], [0.055, 0.243, -0.084], [-0.151, -0.059, -0.313], [0.357, 0.250, 0.025], [-0.101, 0.201, 0.180], [-0.241, -0.550, 0.285], [-0.068, 0.248, -1.309], [0.025, 0.229, 0.561], [0.025, 0.009, 0.061], [-0.025, 0.265, -0.532], [0.590, 0.091, 0.268], [-0.018, -0.187, 0.619], [-0.244, -0.199, 0.227], [-0.011, -0.262, -0.348]], "homo_ev": -9.568, "smiles": "OCCO.OCCO.OCCO.OCCO.OCCO.OCCO.OCCO.OCCO", "gap_ev": 9.88, "total_energy_ev": -50125.6286}